Formula: C25H44Br3NO7PS2
Source: the OMol25 dataset
Level of theory: ωB97M-V/def2-TZVPD

XYZ file:
```
83
Properties=species:S:1:pos:R:3:forces:R:3:mulliken_charge:R:1
C 5.721894 -2.591111 -1.100319 0.9590 -0.2991 -0.0897 0.10
C 4.744772 -2.076942 -0.662211 -0.7165 -0.2394 0.5274 -1.43
C 3.573762 -1.480048 -0.042867 0.3694 0.9681 -0.4956 0.82
C 3.260161 -0.213846 -0.888405 0.1729 -0.1463 0.2998 -0.77
C 4.314265 0.853521 -0.479387 -0.5623 0.5892 -0.1892 -1.69
C 3.825036 1.963231 0.449213 0.3473 -0.2010 0.6430 -0.30
C 3.609323 1.535372 1.924836 -0.2350 0.7394 -0.1483 -0.51
C 2.208819 1.886545 2.467063 0.4622 -0.2372 -0.3214 -0.24
S 2.233453 3.164855 3.691866 -1.2229 -0.5035 1.2503 1.26
O 3.083144 2.768546 4.762053 0.5517 0.0186 -0.3552 -0.61
O 0.867198 3.481655 3.989810 0.0683 0.2001 -0.3877 -0.64
O 2.878802 4.413280 2.967694 0.2198 -0.0155 -0.3184 -0.50
C 1.826359 0.303868 -0.954306 -0.1681 -0.1688 -0.7592 2.17
C 1.747860 1.195411 -2.239568 0.3241 0.3139 0.6443 -1.35
C 1.086559 2.562428 -2.093019 -0.6305 0.1474 -0.5913 -1.44
C -0.450005 2.622200 -2.003339 0.4011 0.0058 -0.0017 -0.73
C -1.198853 1.884874 -3.123396 -0.5388 0.0616 0.0842 -0.79
C -2.471823 1.103928 -2.730329 0.0799 0.4980 -0.4575 -0.73
C -3.390181 1.771563 -1.707067 -0.4742 -0.9381 0.4069 -0.57
C -4.192173 0.719616 -0.897153 0.2422 0.7107 0.3344 -0.52
C -5.605072 1.174985 -0.542458 0.1532 -0.9575 0.3572 -0.74
C -6.155653 0.330454 0.603752 -0.4362 -0.1988 -0.0067 -0.48
C -7.653539 0.559238 0.875624 0.2384 -0.2457 0.3194 -0.68
O -7.912816 0.973401 2.205026 -0.2221 0.1033 -0.2825 -0.41
C -7.917007 -0.084636 3.129259 -0.0276 0.1291 0.4892 -0.66
C 0.795454 -0.856384 -1.029928 -0.0164 0.3974 0.2686 -0.30
Br -0.726200 -0.332249 0.091247 -0.0283 0.1498 0.1750 0.00
C 1.314592 -2.296489 -0.881723 0.4832 0.1811 -0.9809 -1.86
P -0.009086 -3.621053 -0.849393 -0.9418 -1.3883 0.9489 0.67
O 0.109616 -4.450062 0.355960 0.4315 0.3120 -0.0069 -0.63
O -1.441446 -2.959097 -0.939197 0.2565 0.1001 -0.3527 -0.39
O 0.044526 -4.432585 -2.204545 0.4119 0.8510 -0.2118 -0.47
N 2.431790 -2.497120 0.170025 -1.0297 -0.2208 -0.0664 0.90
S 1.677846 -2.020454 1.741041 0.3761 0.3521 0.6315 0.04
C 3.040643 -3.865162 0.170543 0.0981 -1.3976 0.1224 -0.03
Br 2.998974 -4.834937 -1.461383 0.0398 0.4157 0.1857 0.05
C 3.707043 -4.401969 1.203538 -0.0504 0.7053 0.0644 0.49
C 4.003137 -3.759554 2.529748 -0.3538 -0.1338 0.3115 -1.37
Br 4.475219 -6.113712 1.106551 -0.1475 0.0425 -0.2042 -0.09
H 6.636984 -3.071625 -1.360462 -0.0475 0.0474 -0.2629 0.57
H 3.869779 -1.166938 0.954293 -0.2068 -0.0891 0.1882 -0.30
H 3.511758 -0.472713 -1.917323 -0.0324 -0.3161 -0.0482 0.63
H 4.663771 1.331229 -1.392253 0.1230 -0.0256 -0.0813 0.69
H 5.191974 0.394596 -0.027293 0.0524 -0.2017 -0.0718 0.36
H 4.589032 2.738002 0.442083 0.0418 0.0818 -0.0823 0.66
H 2.920249 2.444284 0.094673 -0.0349 -0.0023 -0.2650 -0.30
H 4.323513 2.083085 2.536345 0.1927 -0.1666 0.0925 0.71
H 3.830450 0.485597 2.095548 -0.0880 -0.1161 -0.0159 -0.04
H 1.754943 1.032760 2.962401 -0.1287 0.0672 0.2746 0.18
H 1.506814 2.213757 1.702403 0.0080 0.0690 -0.0981 -0.02
H 2.165017 5.034747 2.758101 0.0122 0.0655 0.0119 0.37
H 1.541893 0.941772 -0.126749 0.2478 -0.1903 0.3580 -0.72
H 2.779411 1.393088 -2.527022 0.0588 0.0346 -0.1676 0.58
H 1.311942 0.657636 -3.080006 -0.0506 -0.1753 0.0194 0.83
H 1.354457 3.129718 -2.987170 0.1621 0.0156 -0.0522 0.46
H 1.497807 3.130860 -1.259948 0.1542 -0.0912 0.1205 0.29
H -0.705551 3.676626 -2.095701 -0.0466 0.1135 0.2014 0.58
H -0.763651 2.343775 -0.999330 -0.1225 -0.3057 -0.0226 0.25
H -1.520541 2.635496 -3.844047 0.1337 0.0858 -0.1362 0.54
H -0.557098 1.206765 -3.686603 0.1499 -0.0126 0.0236 0.39
H -2.233263 0.078838 -2.453280 0.1238 -0.0386 0.3736 0.21
H -3.054631 1.008916 -3.648365 -0.0135 -0.2112 -0.0767 0.40
H -4.127346 2.409206 -2.192082 0.1965 0.2418 -0.2166 0.48
H -2.856434 2.371203 -0.973913 0.1365 0.2266 -0.1425 0.34
H -4.195460 -0.251734 -1.390562 -0.1808 -0.0418 -0.1758 0.35
H -3.677566 0.567447 0.056258 0.1519 -0.1574 0.0107 0.09
H -6.257671 1.017650 -1.401378 -0.0652 0.4158 -0.1639 0.38
H -5.605858 2.215093 -0.221460 -0.0754 0.1955 -0.2540 0.33
H -6.009005 -0.731916 0.394564 0.1522 -0.0433 -0.1519 0.32
H -5.608731 0.522390 1.527230 0.0692 0.1728 0.0501 0.31
H -8.204187 -0.369159 0.697167 -0.0978 -0.0136 -0.1448 0.38
H -8.064406 1.314917 0.209361 0.0205 0.1949 0.0631 0.39
H -8.497518 0.235200 3.992334 -0.0518 0.0748 0.0187 0.25
H -6.915710 -0.322011 3.500819 0.1321 -0.1157 -0.1771 0.24
H -8.386509 -0.988385 2.733571 0.0218 -0.0440 -0.1557 0.31
H 0.394559 -0.837195 -2.039712 -0.3256 -0.1666 0.0025 0.68
H 1.839833 -2.483825 -1.822521 0.1314 0.0767 0.0085 1.17
H -1.898101 -3.094582 -0.097008 -0.1690 0.1904 -0.0142 0.36
H 0.399910 -3.919961 -2.944349 -0.1372 -0.3374 -0.2238 0.41
H 0.416664 -2.442759 1.547828 0.2322 -0.2985 -0.3235 0.17
H 3.130861 -3.858390 3.172609 -0.0392 -0.0228 0.0942 0.34
H 4.807944 -4.282817 3.031188 0.2148 0.0505 -0.1120 0.54
H 4.243305 -2.702218 2.474936 0.1092 0.0626 -0.1118 0.25
```
Positions in Å, forces in eV/Å.

Computed properties:
Highest occupied orbital energy in eV: -11.06
Lowest unoccupied orbital energy in eV: -3.72
Charge: +1